<a>
The molecule C4H7P. Source: the Open Molecules 2025 dataset; level of theory: ωB97M-V/def2-TZVPD.

```
! RIJCOSX wB97M-V def2-TZVPD def2/J DEFGRID3
* xyz 0 1
C 0.726 -0.606 2.071
C 0.715 -0.313 0.785
C -0.445 0.998 -1.224
C -0.473 -0.199 -0.345
P -0.068 -0.561 -2.096
H 1.714 -0.615 2.658
H -0.168 -0.811 2.512
H 1.658 0.004 0.327
H -1.374 1.626 -1.308
H 0.520 1.621 -1.105
H -1.365 -0.206 0.185
H -1.439 -0.938 -2.461
*
```

HOMO energy: -0.3479 hartree
LUMO level: 1.1583 eV
SMILES: C=C[C@H]1CP1
gap between HOMO and LUMO: 10.62 eV

<b>
A cluster of 2 separate species, C4H7P in total. Source: the Open Molecules 2025 dataset; level of theory: ωB97M-V/def2-TZVPD.

```
! RIJCOSX wB97M-V def2-TZVPD def2/J DEFGRID3
* xyz 0 1
C 1.156 -0.346 -0.317
C -0.028 0.295 -0.363
C -0.451 -2.108 1.154
C -0.611 0.653 -1.601
P -0.352 -1.420 2.542
H 1.814 -0.228 -1.246
H -0.670 0.594 0.507
H 1.649 -0.757 0.543
H 0.047 0.351 -2.399
H -1.629 0.263 -1.944
H -0.809 1.764 -1.630
H -0.620 -1.654 0.142
*
```

HOMO energy: -0.3400 hartree
LUMO level: -0.1986 eV
SMILES: C=CC.C#P
gap between HOMO and LUMO: 9.05 eV

Most stable: <a>. Least stable: <b>.

<a>
A cluster of 2 separate species, C3H11N3O in total. Source: the Open Molecules 2025 dataset; level of theory: ωB97M-V/def2-TZVPD.

```
! RIJCOSX wB97M-V def2-TZVPD def2/J DEFGRID3
* xyz 0 1
C 1.825 -1.302 0.055
N 1.128 -1.068 1.335
C 0.507 0.069 1.533
N -0.550 0.234 2.325
H 1.805 -2.370 -0.147
H 2.866 -0.977 0.122
H 1.268 -0.754 -0.721
H 0.847 -1.879 1.866
H 0.825 0.936 0.966
H -1.188 -0.548 2.332
H -1.014 1.129 2.219
N -0.952 1.493 -2.586
C -1.311 0.369 -1.701
O -0.601 0.332 -0.541
H 0.012 1.754 -2.490
H -1.205 1.361 -3.547
H -2.393 0.456 -1.511
H -1.167 -0.584 -2.255
*
```

HOMO energy: -0.2404 hartree
LUMO level: 0.5082 eV
gap between HOMO and LUMO: 7.05 eV

<b>
A structure of composition C3H11N3O. Source: the Open Molecules 2025 dataset; level of theory: ωB97M-V/def2-TZVPD.

```
! RIJCOSX wB97M-V def2-TZVPD def2/J DEFGRID3
* xyz 0 1
C 1.283 -1.121 0.626
C 1.664 0.873 -0.911
C 0.648 -0.086 -0.303
N -0.462 0.899 1.524
N -0.452 0.688 0.196
H -1.199 1.541 1.787
H -0.465 0.069 2.115
H 1.810 -0.638 1.450
H 0.530 -1.799 1.028
H 2.383 0.315 -1.509
H 1.170 1.588 -1.564
H 2.002 -1.714 0.065
H 2.179 1.418 -0.121
N -2.910 -0.056 -0.817
O -1.675 -0.457 -0.327
H 0.097 -0.651 -1.109
H -2.970 -0.290 -1.806
H -3.633 -0.577 -0.325
*
```

HOMO energy: -0.2976 hartree
LUMO level: 1.0733 eV
gap between HOMO and LUMO: 9.17 eV

Most stable: <a>. Least stable: <b>.

<a>
A structure of composition C2H4ClP. Source: the Open Molecules 2025 dataset; level of theory: ωB97M-V/def2-TZVPD.

```
! RIJCOSX wB97M-V def2-TZVPD def2/J DEFGRID3
* xyz 0 1
C -0.747 -0.131 -0.694
C -0.344 0.141 0.658
P 1.386 0.954 -0.296
Cl 2.599 -0.596 0.048
H -0.557 -1.028 -1.056
H -1.538 0.389 -1.106
H -0.842 0.876 1.103
H 0.043 -0.604 1.342
*
```

HOMO energy: -0.2923 hartree
LUMO level: 0.1338 eV
gap between HOMO and LUMO: 8.09 eV

<b>
A cluster of 2 separate species, C2H4ClP in total. Source: the Open Molecules 2025 dataset; level of theory: ωB97M-V/def2-TZVPD.

```
! RIJCOSX wB97M-V def2-TZVPD def2/J DEFGRID3
* xyz 0 1
C -0.922 1.011 -0.422
C -1.667 -0.036 0.263
P 0.070 1.980 -1.141
Cl 3.718 -0.260 -0.145
H 4.178 -1.451 0.186
H -2.735 -0.080 0.242
H -1.146 -0.122 1.288
H -1.495 -1.041 -0.270
*
```

HOMO energy: -0.3434 hartree
LUMO level: 0.6622 eV
SMILES: CC#P.Cl
gap between HOMO and LUMO: 10.01 eV

Most stable: <b>. Least stable: <a>.